{
  "formula": "C17H12Cl44IO5P",
  "method": "ωB97M-V/def2-TZVPD",
  "homo_energy_ev": -8.22,
  "homo_lumo_gap_ha": 0.2886,
  "total_charge": 0,
  "multiplicity": 1,
  "symbols": ["O", "C", "I", "C", "C", "O", "C", "C", "O", "C", "P", "O", "O", "H", "H", "H", "H", "H", "H", "H", "H", "H", "H", "H", "H", "C", "Cl", "Cl", "Cl", "Cl", "C", "Cl", "Cl", "Cl", "Cl", "C", "Cl", "Cl", "Cl", "Cl", "C", "Cl", "Cl", "Cl", "Cl", "C", "Cl", "Cl", "Cl", "Cl", "C", "Cl", "Cl", "Cl", "Cl", "C", "Cl", "Cl", "Cl", "Cl", "C", "Cl", "Cl", "Cl", "Cl", "C", "Cl", "Cl", "Cl", "Cl", "C", "Cl", "Cl", "Cl", "Cl", "C", "Cl", "Cl", "Cl", "Cl"],
  "xyz": [[2.039, -1.854, 0.180], [1.334, -2.018, 1.206], [1.824, -0.760, 2.912], [0.144, -3.097, 1.147], [-1.124, -2.762, 2.082], [-1.389, -3.892, 2.945], [-0.935, -3.704, 4.299], [0.622, -3.969, 4.543], [0.809, -5.361, 4.867], [2.196, -5.752, 4.844], [3.360, -4.734, 5.946], [2.615, -4.411, 7.466], [3.743, -3.246, 5.138], [-0.120, -3.263, 0.053], [0.558, -4.093, 1.537], [-2.012, -2.668, 1.366], [-1.006, -1.785, 2.663], [-1.476, -4.489, 4.935], [-1.275, -2.696, 4.729], [0.909, -3.316, 5.446], [1.286, -3.727, 3.658], [2.249, -6.821, 5.254], [2.666, -5.780, 3.807], [2.366, -3.462, 7.540], [3.654, -2.509, 5.776], [-0.424, -2.285, -3.275], [0.705, -3.446, -2.549], [-1.765, -1.980, -2.151], [0.426, -0.763, -3.602], [-1.067, -2.955, -4.795], [1.930, -0.442, -7.631], [2.762, -1.365, -8.899], [3.132, 0.247, -6.520], [0.988, 0.870, -8.371], [0.840, -1.516, -6.732], [-5.273, 0.397, -1.188], [-4.147, -0.766, -0.457], [-6.616, 0.702, -0.067], [-4.417, 1.919, -1.516], [-5.906, -0.273, -2.705], [-7.082, 5.231, -2.090], [-6.150, 5.449, -3.585], [-6.366, 6.217, -0.798], [-8.762, 5.741, -2.360], [-7.049, 3.520, -1.614], [-1.088, 4.199, -10.124], [-1.886, 5.779, -10.262], [-1.717, 3.340, -8.704], [-1.411, 3.243, -11.584], [0.663, 4.434, -9.945], [-0.922, -2.279, -10.532], [0.199, -3.459, -9.824], [-2.238, -1.952, -9.386], [-0.058, -0.767, -10.887], [-1.598, -2.940, -12.036], [3.224, 2.279, 6.265], [2.908, 3.865, 5.536], [2.472, 1.011, 5.270], [4.975, 2.004, 6.350], [2.538, 2.232, 7.902], [5.935, 5.554, 8.566], [6.833, 5.781, 7.052], [6.658, 6.556, 9.840], [4.241, 6.031, 8.327], [6.005, 3.845, 9.044], [0.342, 5.814, 3.211], [0.250, 4.050, 3.392], [1.714, 6.443, 4.152], [0.567, 6.220, 1.498], [-1.163, 6.548, 3.800], [7.067, -2.179, 3.001], [7.975, -1.952, 1.492], [7.785, -1.177, 4.281], [5.377, -1.701, 2.754], [7.134, -3.888, 3.481], [-8.314, 1.746, -5.073], [-9.109, 3.325, -5.223], [-8.987, 0.877, -3.678], [-8.594, 0.799, -6.549], [-6.568, 1.983, -4.844]]
}